Entry 1:
The following is a DFT calculation (the ωB97M-V functional and the def2-TZVPD basis) of 12 unconnected molecules or ions with the total composition C33H93N9O15.

Computed properties:
2S+1   1
HOMO level   -0.317 Eh
Orbital gap   8.4 eV
SMILES   COCCNCCOC.COCCNCCOC.COCCNCCOC.NC(N)=O.NC(N)=O.NC(N)=O.CCO.CCO.CCO.CCO.CCO.CCO

Cartesian coordinates (Å):
C  7.637  13.108  25.280
O  8.508  12.056  25.532
C  8.985  11.822  26.838
C  10.371  11.021  27.057
N  10.220  9.645  26.655
C  9.178  9.012  27.563
C  9.426  7.480  27.798
O  10.674  7.289  28.400
C  10.732  6.218  29.353
H  7.984  14.118  25.495
H  6.709  12.885  25.807
H  7.469  13.177  24.205
H  8.160  11.483  27.464
H  9.230  12.861  27.060
H  10.733  11.071  28.084
H  11.207  11.450  26.504
H  11.102  9.237  26.932
H  8.133  9.100  27.266
H  9.070  9.565  28.496
H  9.285  6.982  26.839
H  8.639  7.145  28.474
H  9.945  6.204  30.107
H  11.734  6.164  29.779
H  10.671  5.313  28.748
C  15.500  14.509  23.098
O  14.467  15.553  22.988
C  13.896  15.643  24.337
C  12.755  16.622  24.400
N  13.296  17.983  24.174
C  12.308  18.792  23.456
C  12.878  20.180  23.107
O  13.881  20.049  22.081
C  14.491  21.360  21.639
H  16.190  14.536  23.941
H  15.934  14.376  22.107
H  15.094  13.523  23.322
H  14.695  15.809  25.059
H  13.509  14.683  24.681
H  12.281  16.562  25.380
H  11.984  16.209  23.751
H  14.041  17.926  23.496
H  11.353  18.782  23.982
H  11.953  18.328  22.535
H  13.245  20.630  24.029
H  12.141  20.880  22.715
H  13.821  22.172  21.922
H  14.724  21.486  20.582
H  15.438  21.681  22.073
C  14.588  6.309  20.813
O  15.725  6.385  19.955
C  16.462  5.164  19.802
C  17.594  5.342  18.815
N  18.517  4.178  18.755
C  17.752  3.049  18.328
C  18.820  1.874  18.224
O  19.749  2.228  17.209
C  20.621  1.096  16.915
H  14.195  7.261  21.170
H  14.954  5.837  21.725
H  13.792  5.722  20.355
H  15.799  4.340  19.536
H  17.022  4.851  20.683
H  18.224  6.211  19.009
H  17.236  5.340  17.786
H  19.271  4.421  18.127
H  17.289  3.194  17.352
H  16.892  2.791  18.947
H  18.240  1.025  17.862
H  19.267  1.687  19.201
H  21.274  1.296  16.065
H  19.974  0.265  16.632
H  21.161  0.669  17.760
N  14.690  8.609  27.134
C  14.112  9.598  26.522
N  15.010  10.545  26.294
O  12.931  9.564  26.238
H  15.694  8.522  27.209
H  14.063  7.950  27.572
H  15.974  10.244  26.261
H  14.698  11.466  26.024
N  10.853  12.828  23.733
C  10.924  13.943  23.054
N  11.986  14.001  22.231
O  10.112  14.819  23.062
H  11.683  12.256  23.797
H  10.034  12.757  24.320
H  11.976  14.869  21.715
H  12.569  13.219  21.970
N  8.718  9.655  23.574
C  9.528  8.717  23.110
N  10.210  8.144  24.058
O  9.632  8.284  21.988
H  8.869  9.917  24.538
H  8.073  10.050  22.905
H  10.234  8.601  24.958
H  11.037  7.644  23.764
C  13.911  10.963  21.675
C  13.199  10.315  22.851
O  13.111  11.294  23.880
H  14.882  11.395  21.915
H  13.224  11.775  21.432
H  14.041  10.224  20.884
H  13.784  9.464  23.200
H  12.212  9.924  22.605
H  12.878  10.943  24.742
C  15.740  9.917  18.471
C  17.050  9.543  17.762
O  17.661  10.793  17.420
H  15.310  8.975  18.812
H  14.993  10.220  17.736
H  15.811  10.590  19.325
H  16.643  9.102  16.852
H  17.657  8.816  18.300
H  18.541  10.660  17.060
C  15.152  14.778  19.019
C  15.801  13.393  18.999
O  15.748  12.907  17.676
H  14.077  14.604  18.974
H  15.452  15.464  18.226
H  15.202  15.282  19.984
H  15.222  12.819  19.722
H  16.841  13.358  19.322
H  16.445  12.253  17.587
C  13.580  13.381  27.167
C  15.022  13.954  27.201
O  15.936  13.046  27.804
H  13.299  12.755  26.321
H  12.901  14.232  27.225
H  13.327  12.767  28.031
H  15.121  14.912  27.711
H  15.270  14.090  26.148
H  16.832  12.952  27.472
C  16.890  8.487  22.074
C  17.849  9.520  22.654
O  19.189  9.059  22.472
H  16.066  8.261  22.752
H  17.437  7.562  21.894
H  16.461  8.844  21.138
H  17.656  9.594  23.724
H  17.608  10.476  22.190
H  19.754  9.410  23.164
C  10.765  10.997  19.697
C  9.938  10.988  18.394
O  9.692  12.349  17.984
H  10.468  11.647  20.520
H  11.768  11.377  19.498
H  10.782  10.031  20.201
H  8.966  10.572  18.655
H  10.512  10.499  17.608
H  10.514  12.567  17.537

Entry 2:
The following is a DFT calculation (the ωB97M-V functional and the def2-TZVPD basis) of 2 unconnected molecules or ions with the total composition C5H13N3O.

Computed properties:
Charge   +2
Energy above the lowest of the compared OMol25 structures with the same formula, charge and spin   164.43 kcal per mole
2S+1   1
HOMO level (alpha / beta)   -0.649 / -0.640 Eh
Orbital gap (alpha / beta)   9.0 / 8.7 eV

Cartesian coordinates (Å):
C  2.449  -0.896  -0.220
C  1.112  -1.226  0.364
C  2.341  0.452  -0.918
C  0.590  0.192  0.845
C  -2.348  -0.183  0.266
N  -1.361  0.732  -0.078
N  1.326  1.169  0.060
N  -3.793  0.084  -0.013
O  -1.596  -0.437  -0.858
H  3.085  -0.874  0.676
H  2.816  -1.591  -0.981
H  0.473  -1.492  -0.407
H  1.053  -1.919  1.161
H  3.216  1.113  -0.825
H  1.888  0.519  -2.026
H  0.224  0.356  1.791
H  -2.325  -0.890  1.142
H  1.859  1.695  0.639
H  0.707  1.787  -0.426
H  -3.842  0.482  -0.960
H  -4.166  0.721  0.699
H  -4.340  -0.686  -0.078

Entry 3:
The following is a DFT calculation (the ωB97M-V functional and the def2-TZVPD basis) of 8 unconnected molecules or ions with the total composition C32H52NO14.

Computed properties:
Charge   +1
Energy above the lowest of the compared OMol25 structures with the same formula, charge and spin   78.43 kcal per mole
2S+1   1
HOMO level   -0.392 Eh
Orbital gap   6.2 eV

Cartesian coordinates (Å):
C  2.438  1.102  -1.072
N  1.204  0.734  -0.311
C  0.361  0.107  -1.290
C  1.664  -0.372  0.781
C  0.556  1.865  0.302
C  -0.837  1.609  1.030
O  -1.525  2.792  1.390
H  2.769  0.262  -1.371
H  2.981  1.349  -0.236
H  2.242  1.768  -1.784
H  0.810  -0.553  -1.800
H  -0.035  0.816  -2.156
H  -0.301  -0.438  -0.823
H  2.114  -1.125  0.297
H  0.834  -0.869  1.192
H  2.341  -0.101  1.510
H  0.231  2.578  -0.305
H  1.383  2.368  1.110
H  -0.634  1.038  2.079
H  -1.568  1.173  0.401
H  -2.179  2.669  1.921
C  -4.102  3.407  -0.294
C  -3.317  2.854  -1.426
C  -2.162  3.653  -2.017
O  -1.421  3.182  -2.923
C  -1.777  4.884  -1.363
C  -2.752  5.447  -0.233
C  -3.944  4.694  0.161
O  -4.731  5.167  0.999
O  -2.165  6.324  0.742
O  -3.545  1.592  -1.889
H  -4.978  2.816  -0.226
H  -0.901  5.427  -1.558
H  -1.190  6.704  0.491
H  -2.812  1.302  -2.329
C  0.107  -4.116  -2.744
C  0.429  -5.301  -3.737
C  0.944  -6.557  -3.354
O  1.348  -7.426  -4.065
C  1.109  -6.643  -1.865
C  0.704  -5.516  -0.783
C  0.425  -4.144  -1.376
O  0.381  -3.178  -0.699
O  0.689  -5.758  0.553
O  0.074  -5.203  -5.117
H  -0.311  -3.095  -3.216
H  1.355  -7.617  -1.588
H  0.471  -6.558  0.906
H  -0.025  -5.966  -5.624
C  -2.193  -3.651  1.991
C  -2.070  -2.197  1.979
O  -1.735  -1.557  1.020
C  -2.300  -1.508  3.293
H  -1.908  -4.189  1.036
H  -3.195  -3.864  2.273
H  -1.477  -4.095  2.850
H  -3.085  -1.845  4.018
H  -2.560  -0.469  3.014
H  -1.538  -1.527  3.880
C  -2.914  4.201  3.970
C  -4.057  3.238  3.666
O  -3.833  2.224  2.978
C  -5.498  3.761  3.815
H  -3.213  4.430  5.031
H  -3.032  5.310  3.453
H  -1.948  3.676  3.944
H  -5.649  4.817  3.505
H  -5.920  3.566  4.770
H  -6.168  3.344  2.997
C  6.974  -1.316  -2.466
C  6.022  -1.051  -1.316
O  5.622  0.074  -1.049
C  5.698  -2.170  -0.403
H  7.839  -1.865  -1.963
H  7.280  -0.416  -3.014
H  6.582  -1.786  -3.360
H  5.270  -1.777  0.567
H  6.550  -2.728  -0.133
H  4.931  -2.866  -0.797
C  5.283  0.588  3.526
C  4.604  1.871  3.392
O  3.720  2.087  2.562
C  5.012  3.031  4.384
H  6.114  0.682  4.116
H  5.456  0.474  2.508
H  4.765  0.011  4.097
H  6.005  3.115  4.619
H  4.700  2.646  5.278
H  4.855  4.051  4.070
C  -2.240  -1.932  -5.245
C  -2.854  -1.070  -4.184
O  -2.231  -0.060  -3.711
C  -4.228  -1.472  -3.787
H  -1.306  -1.384  -5.621
H  -2.890  -2.272  -5.794
H  -1.876  -2.852  -4.881
H  -4.902  -0.611  -4.087
H  -4.470  -1.562  -2.794
H  -4.744  -2.251  -4.288

Summary of electronic energy in Eh
-2934.283723, -436.996240, -2357.788475
(order as listed above)